(1)
The following is a DFT calculation (ωB97M-V/def2-TZVPD) of a molecular structure, C27H25Cl4N3O4W.

CARTESIAN COORDINATES (ANGSTROEM)
W  0.18  -0.29  -0.08
C  0.42  -1.59  2.50
N  0.31  -0.13  2.18
C  1.44  0.57  2.87
C  2.40  1.33  1.95
C  1.74  2.39  1.06
N  1.01  1.82  -0.08
C  1.20  2.43  -1.21
C  0.80  2.03  -2.52
C  1.15  2.88  -3.60
C  0.98  2.49  -4.91
C  0.42  1.25  -5.19
C  0.01  0.41  -4.17
C  0.19  0.78  -2.83
O  -0.19  -0.03  -1.85
C  -1.00  0.33  2.77
C  -1.34  1.82  2.64
C  -1.65  2.32  1.20
N  -1.64  1.22  0.26
C  -2.74  1.01  -0.39
C  -3.02  -0.19  -1.11
C  -4.09  -0.30  -2.01
C  -4.38  -1.51  -2.60
C  -3.62  -2.63  -2.29
C  -2.60  -2.57  -1.36
C  -2.28  -1.36  -0.75
O  -1.39  -1.28  0.24
H  0.33  -1.73  3.58
H  1.40  -1.97  2.18
H  -0.38  -2.17  2.02
H  2.04  -0.17  3.42
H  1.04  1.26  3.61
H  2.99  0.65  1.33
H  3.11  1.84  2.61
H  2.54  3.04  0.69
H  1.07  3.01  1.66
H  1.79  3.35  -1.20
H  1.57  3.85  -3.38
H  1.29  3.14  -5.71
H  0.30  0.94  -6.22
H  -0.44  -0.55  -4.38
H  -0.97  0.10  3.85
H  -1.80  -0.26  2.32
H  -0.57  2.44  3.08
H  -2.24  1.96  3.25
H  -0.92  3.07  0.89
H  -2.63  2.82  1.21
H  -3.54  1.76  -0.34
H  -4.67  0.58  -2.23
H  -5.21  -1.59  -3.29
H  -3.85  -3.58  -2.76
H  -2.03  -3.45  -1.08
Cl  4.74  -5.39  0.15
C  3.99  -3.87  -0.07
C  4.79  -2.72  -0.14
Cl  6.49  -2.84  -0.03
C  4.20  -1.46  -0.28
Cl  5.13  -0.03  -0.38
C  2.81  -1.39  -0.33
O  2.06  -0.27  -0.37
C  2.00  -2.54  -0.25
O  0.70  -2.22  -0.23
C  2.59  -3.79  -0.14
Cl  1.63  -5.21  -0.06

Output
ΔE to the lowest compared entry with this formula, charge and spin = 27.9 kcal per mole
Gap between HOMO and LUMO (spin up / spin down) = 0.21698 / 0.21696 Ha
Net charge = +2

Mulliken population analysis, charges in e, atoms 1 to 4: atom 1 (W): 1.806, atom 2 (C): -1.507, atom 3 (N): -0.082, atom 4 (C): -1.035

(2)
The following is a DFT calculation (ωB97M-V/def2-TZVPD) of a molecular structure, C27H25NO2S5W.

CARTESIAN COORDINATES (ANGSTROEM)
W  -0.64  0.34  -0.84
S  0.11  1.84  -2.34
C  1.65  1.01  -2.84
C  2.57  1.85  -3.45
C  3.79  1.37  -3.90
C  4.10  0.02  -3.76
C  3.19  -0.83  -3.16
C  1.98  -0.34  -2.67
S  0.84  -1.52  -1.95
C  1.55  -2.17  -0.37
C  0.30  -2.64  0.33
C  -0.06  -3.96  0.51
C  -1.41  -4.32  0.48
C  -2.39  -3.41  0.12
C  -1.91  -2.12  -0.06
C  -3.46  -1.00  -1.48
S  -2.53  0.14  -2.57
C  -3.44  1.64  -2.17
C  -4.37  2.10  -3.09
C  -5.13  3.22  -2.78
C  -4.94  3.87  -1.57
C  -3.99  3.42  -0.67
C  -3.21  2.30  -0.97
S  -1.92  1.88  0.19
N  -0.70  -1.72  0.28
H  2.33  2.90  -3.58
H  4.48  2.04  -4.38
H  5.04  -0.37  -4.13
H  3.41  -1.88  -3.07
H  2.01  -1.34  0.14
H  2.28  -2.96  -0.54
H  0.70  -4.72  0.59
H  -1.69  -5.36  0.62
H  -3.40  -3.72  -0.11
H  -4.41  -0.59  -1.16
H  -3.55  -1.95  -2.00
H  -4.51  1.58  -4.03
H  -5.86  3.59  -3.49
H  -5.52  4.75  -1.34
H  -3.82  3.95  0.26
C  0.62  -0.61  6.29
C  0.97  -0.26  4.87
C  0.70  1.00  4.35
C  1.02  1.32  3.04
C  1.61  0.37  2.23
C  1.91  -0.90  2.73
C  1.59  -1.20  4.04
S  2.00  0.88  0.56
C  3.79  0.77  0.63
O  1.63  2.31  0.48
H  0.38  0.28  6.87
H  1.44  -1.12  6.78
H  -0.24  -1.28  6.31
H  0.24  1.75  4.98
H  0.81  2.31  2.64
H  2.44  -1.65  2.15
H  1.83  -2.18  4.43
H  4.08  1.35  1.50
H  4.18  1.20  -0.29
H  4.10  -0.27  0.73
O  -2.57  -0.97  -0.37

Output
ΔE to the lowest compared entry with this formula, charge and spin = 74.7 kcal per mole
Gap between HOMO and LUMO (spin up / spin down) = 0.23961 / 0.23928 Ha
Net charge = +2

Mulliken population analysis, charges in e, atoms 1 to 4: atom 1 (W): 0.756, atom 2 (S): -0.215, atom 3 (C): 0.688, atom 4 (C): -0.760

(3)
The following is a DFT calculation (ωB97M-V/def2-TZVPD) of a molecular structure, C27H26BrFPrSe3Te.

CARTESIAN COORDINATES (ANGSTROEM)
Pr  -0.89  -2.61  -0.83
C  -1.13  0.34  3.78
C  -1.11  1.86  3.47
C  -1.78  2.66  4.64
C  -1.79  2.25  2.19
C  -1.50  3.49  1.58
C  -1.86  3.72  0.22
C  -3.00  3.06  -0.28
C  -3.63  3.52  -1.61
C  -3.35  1.86  0.36
C  -2.84  1.48  1.61
H  -0.78  0.19  4.78
H  -0.51  -0.18  3.06
H  -2.16  -0.03  3.85
H  -0.04  2.11  3.34
H  -2.64  2.11  5.06
H  -2.06  3.64  4.24
H  -1.13  2.87  5.48
H  -0.72  4.12  2.01
H  -1.45  4.48  -0.43
H  -4.29  4.38  -1.55
H  -4.22  2.76  -2.05
H  -2.93  3.88  -2.38
H  -4.16  1.23  -0.04
H  -3.25  0.54  2.00
Se  -2.40  -3.93  1.47
Se  -3.54  -2.14  0.48
Te  -4.12  -2.59  -2.08
Se  -2.33  -1.10  -2.87
Br  1.23  -3.21  1.25
C  2.12  -1.48  1.36
C  2.96  -1.23  2.38
C  3.74  -0.04  2.45
C  3.57  0.98  1.57
C  2.64  0.78  0.47
C  2.57  1.74  -0.53
C  1.56  1.65  -1.45
C  0.84  0.46  -1.64
C  0.92  -0.51  -0.66
C  1.83  -0.45  0.40
H  3.14  -2.08  3.06
H  4.47  0.04  3.23
H  3.97  1.97  1.66
H  3.32  2.60  -0.55
H  1.41  2.57  -2.03
H  0.23  0.41  -2.54
F  4.22  -1.73  -4.66
C  3.22  -2.44  -4.11
C  1.97  -2.42  -4.77
C  0.94  -3.20  -4.32
C  1.10  -3.96  -3.10
C  -0.07  -4.50  -2.41
C  2.38  -3.98  -2.43
C  3.46  -3.22  -2.99
H  1.85  -1.86  -5.68
H  -0.09  -3.00  -4.61
H  0.16  -5.32  -1.71
H  -0.85  -4.79  -3.13
H  2.48  -4.69  -1.58
H  4.34  -3.09  -2.44

Output
ΔE to the lowest compared entry with this formula, charge and spin = 0.0 kcal per mole
Gap between HOMO and LUMO (spin up / spin down) = 0.22053 / 0.21979 Ha
Multiplicity = 3
Net charge = -1

Mulliken population analysis, charges in e, atoms 1 to 4: atom 1 (Pr): 1.531, atom 2 (C): -1.521, atom 3 (C): 0.687, atom 4 (C): -1.457

(4)
The following is a DFT calculation (ωB97M-V/def2-TZVPD) of a molecular structure, C27H26CuNO4PS.

CARTESIAN COORDINATES (ANGSTROEM)
Cu  -1.89  0.05  -0.03
O  -2.83  2.38  3.46
S  -2.35  1.07  3.06
O  -2.67  0.00  4.00
O  -2.74  0.76  1.69
C  -0.54  1.22  3.23
C  -0.27  1.88  4.44
C  1.01  2.11  4.89
C  2.08  1.69  4.12
C  1.83  1.05  2.92
C  0.53  0.79  2.44
P  0.50  -0.06  0.75
C  1.71  -1.42  0.99
C  2.02  -1.99  2.23
C  2.85  -3.10  2.31
C  3.39  -3.67  1.17
C  3.08  -3.12  -0.07
C  2.24  -2.02  -0.15
C  1.74  1.21  0.03
C  1.13  2.40  -0.38
C  1.82  3.40  -1.03
C  3.17  3.23  -1.33
C  3.80  2.05  -0.96
C  3.09  1.06  -0.29
H  -1.11  2.22  5.02
H  1.17  2.62  5.83
H  3.11  1.86  4.43
H  2.67  0.73  2.32
H  1.61  -1.56  3.13
H  3.07  -3.53  3.29
H  4.04  -4.54  1.24
H  3.48  -3.56  -0.98
H  1.99  -1.61  -1.13
H  0.06  2.53  -0.19
H  1.31  4.31  -1.33
H  3.72  4.00  -1.87
H  4.85  1.90  -1.20
H  3.62  0.16  0.01
C  -1.25  -2.45  2.20
O  -0.92  -1.48  1.26
H  -0.37  -2.78  2.79
H  -1.65  -3.36  1.71
H  -2.01  -2.10  2.92
C  -1.93  -2.36  -2.36
C  -2.50  -1.37  -3.34
C  -3.00  -1.77  -4.56
C  -3.53  -0.86  -5.48
C  -3.53  0.49  -5.14
C  -3.02  0.95  -3.94
C  -2.99  2.40  -3.58
C  -2.49  0.02  -2.98
N  -1.98  0.44  -1.84
H  -2.05  -3.38  -2.72
H  -2.41  -2.27  -1.38
H  -0.87  -2.18  -2.17
H  -2.99  -2.83  -4.80
H  -3.93  -1.20  -6.43
H  -3.92  1.23  -5.84
H  -3.42  3.01  -4.38
H  -1.97  2.73  -3.38
H  -3.55  2.59  -2.65

Output
Gap between HOMO and LUMO (spin up / spin down) = 0.20632 / 0.19612 Ha
Multiplicity = 2
Net charge = -2

Mulliken population analysis, charges in e, atoms 1 to 4: atom 1 (Cu): -0.434, atom 2 (O): -0.765, atom 3 (S): 1.141, atom 4 (O): -0.728

(5)
The following is a DFT calculation (ωB97M-V/def2-TZVPD) of a molecular structure, C27H26MoN4O6P.

CARTESIAN COORDINATES (ANGSTROEM)
Mo  -0.84  1.08  -1.04
N  -2.99  1.20  -1.53
C  -3.47  2.61  -1.55
C  -2.32  3.57  -1.63
O  -2.39  4.74  -1.75
N  -1.00  2.92  -1.54
C  0.18  3.72  -1.81
C  1.27  2.73  -2.16
O  0.83  1.44  -1.83
O  2.32  2.95  -2.63
H  -3.19  0.76  -2.43
H  -3.53  0.70  -0.82
H  -4.05  2.82  -0.65
H  -4.13  2.79  -2.40
H  0.51  4.28  -0.93
H  0.00  4.44  -2.61
O  -1.47  -1.27  -1.67
N  -0.94  -0.33  -2.59
C  0.19  -0.69  -3.21
C  1.11  -1.66  -2.78
C  1.91  -2.29  -3.75
C  2.89  -3.18  -3.38
C  3.14  -3.37  -2.03
C  2.42  -2.67  -1.05
C  1.38  -1.84  -1.39
P  0.58  -0.90  -0.01
C  1.92  -0.27  0.97
C  1.84  -0.26  2.37
C  2.87  0.28  3.11
C  3.97  0.84  2.47
C  4.05  0.85  1.08
C  3.03  0.30  0.32
C  -0.39  -2.05  0.99
C  0.32  -3.02  1.71
C  -0.37  -3.93  2.50
C  -1.75  -3.88  2.58
C  -2.46  -2.92  1.87
C  -1.78  -2.01  1.08
H  -1.99  -1.92  -2.19
H  0.41  -0.10  -4.09
H  1.72  -2.09  -4.80
H  3.48  -3.69  -4.13
H  3.94  -4.04  -1.72
H  2.73  -2.77  -0.02
H  0.99  -0.71  2.87
H  2.83  0.27  4.19
H  4.78  1.26  3.05
H  4.91  1.28  0.58
H  3.09  0.31  -0.76
H  1.40  -3.07  1.68
H  0.19  -4.68  3.05
H  -2.28  -4.60  3.20
H  -3.54  -2.88  1.93
H  -2.36  -1.30  0.51
O  -3.96  0.82  1.20
C  -2.92  1.24  1.60
C  -2.52  1.80  2.96
C  -1.08  2.32  2.80
C  -0.74  1.91  1.41
O  0.27  2.02  0.67
N  -1.75  1.30  0.78
H  -2.61  0.99  3.69
H  -3.24  2.57  3.25
H  -0.36  1.88  3.50
H  -0.99  3.40  2.90

Output
ΔE to the lowest compared entry with this formula, charge and spin = 13.4 kcal per mole
Gap between HOMO and LUMO (spin up / spin down) = 0.20089 / 0.20093 Ha
Net charge = +3

Mulliken population analysis, charges in e, atoms 1 to 4: atom 1 (Mo): -0.733, atom 2 (N): -0.355, atom 3 (C): -0.435, atom 4 (C): 0.240

(6)
The following is a DFT calculation (ωB97M-V/def2-TZVPD) of a molecular structure, C27H26N5OPbS.

CARTESIAN COORDINATES (ANGSTROEM)
Pb  0.83  -3.55  -3.93
N  -2.67  -0.52  -3.05
C  -1.74  -1.26  -3.63
N  -1.00  -2.12  -2.98
C  -1.30  -2.32  -1.63
N  -0.69  -3.32  -1.01
N  -0.04  -4.15  -1.86
C  0.01  -5.40  -1.43
C  0.41  -6.47  -2.30
C  0.53  -7.80  -1.98
C  1.07  -8.63  -2.95
C  1.48  -8.20  -4.15
C  1.38  -6.82  -4.43
N  0.84  -5.98  -3.56
C  -2.18  -1.41  -0.90
C  -2.41  -1.50  0.52
C  -3.34  -0.67  1.08
C  -4.03  0.29  0.35
C  -3.82  0.35  -1.06
C  -2.88  -0.53  -1.67
H  -3.18  0.17  -3.63
H  -1.57  -1.17  -4.67
H  -0.44  -5.66  -0.46
H  0.20  -8.11  -1.01
H  1.08  -9.76  -2.72
H  2.00  -8.85  -4.87
H  1.79  -6.46  -5.38
H  -1.90  -2.27  1.08
H  -3.47  -0.84  2.15
H  -4.86  0.84  0.77
H  -4.52  0.96  -1.76
C  2.91  0.80  1.07
C  2.94  0.80  2.43
C  3.37  2.19  2.92
C  3.52  2.96  1.62
C  3.36  2.14  0.61
H  2.60  -0.07  0.44
H  2.83  -0.16  2.97
H  4.30  2.17  3.45
H  3.82  4.04  1.67
H  3.39  2.47  -0.42
C  -1.01  6.31  -0.54
C  -0.59  5.55  0.68
C  -1.16  4.33  1.01
C  -0.78  3.53  2.05
C  0.36  3.92  2.75
C  1.03  5.12  2.47
C  0.59  5.89  1.44
S  1.01  2.77  3.93
C  0.81  3.70  5.43
O  2.54  2.96  3.85
H  -0.69  7.33  -0.67
H  -2.12  6.24  -0.72
H  -0.54  5.81  -1.36
H  -1.97  4.04  0.42
H  -1.33  2.66  2.29
H  1.96  5.27  3.00
H  1.07  6.83  1.10
H  1.26  4.68  5.31
H  1.24  3.09  6.27
H  -0.34  3.80  5.57

Output
ΔE to the lowest compared entry with this formula, charge and spin = 0.6 kcal per mole
Gap between HOMO and LUMO = 0.20652 Ha
Net charge = +3

Mulliken population analysis, charges in e, atoms 1 to 4: atom 1 (Pb): 1.226, atom 2 (N): -0.012, atom 3 (C): -0.219, atom 4 (N): -0.425

(7)
The following is a DFT calculation (ωB97M-V/def2-TZVPD) of a molecular structure, C27H26O4PdSSb2.

CARTESIAN COORDINATES (ANGSTROEM)
Pd  -1.52  -0.49  1.27
O  -3.42  -0.35  2.55
S  -3.68  -1.43  1.56
O  -4.95  -2.06  1.67
O  -3.46  -0.78  0.20
O  -2.51  -2.38  1.67
C  -2.04  1.79  -1.14
C  -0.72  1.61  -1.90
C  -0.53  0.19  -2.45
Sb  -0.51  -1.33  -0.90
C  -0.88  -3.07  -2.08
C  -2.17  -3.30  -2.56
C  -2.43  -4.43  -3.32
C  -1.41  -5.33  -3.59
C  -0.13  -5.11  -3.10
C  0.14  -3.98  -2.34
C  1.56  -1.65  -0.48
C  2.62  -1.07  -1.17
C  3.93  -1.33  -0.78
C  4.18  -2.18  0.29
C  3.13  -2.77  0.98
C  1.82  -2.50  0.60
Sb  -2.15  2.16  1.05
C  -0.91  3.96  1.04
C  -0.40  4.59  -0.09
C  0.36  5.75  0.03
C  0.62  6.28  1.29
C  0.10  5.66  2.42
C  -0.66  4.51  2.29
C  -0.29  1.16  1.91
C  -0.36  0.50  3.16
C  0.80  -0.02  3.75
C  2.03  0.16  3.14
C  2.12  0.86  1.95
C  0.98  1.33  1.33
H  -2.68  0.92  -1.25
H  -2.60  2.64  -1.54
H  0.14  1.87  -1.29
H  -0.71  2.30  -2.75
H  0.39  0.11  -3.03
H  -1.36  -0.08  -3.10
H  -2.97  -2.61  -2.32
H  -3.43  -4.60  -3.70
H  -1.62  -6.22  -4.18
H  0.66  -5.82  -3.29
H  1.13  -3.81  -1.96
H  2.42  -0.42  -2.02
H  4.75  -0.87  -1.32
H  5.20  -2.38  0.59
H  3.32  -3.43  1.81
H  0.99  -2.93  1.15
H  -0.60  4.20  -1.08
H  0.76  6.23  -0.85
H  1.21  7.18  1.38
H  0.29  6.09  3.40
H  -1.06  4.03  3.18
H  -1.29  0.48  3.72
H  0.73  -0.52  4.70
H  2.92  -0.23  3.61
H  3.08  1.02  1.48
H  1.07  1.89  0.41

Output
ΔE to the lowest compared entry with this formula, charge and spin = 16.8 kcal per mole
Gap between HOMO and LUMO (spin up / spin down) = 0.30282 / 0.24741 Ha
Multiplicity = 3
Net charge = 0

Mulliken population analysis, charges in e, atoms 1 to 4: atom 1 (Pd): -0.049, atom 2 (O): -0.481, atom 3 (S): 1.178, atom 4 (O): -0.630

(8)
The following is a DFT calculation (ωB97M-V/def2-TZVPD) of a molecular structure, C27H27AgN5O2.

CARTESIAN COORDINATES (ANGSTROEM)
Ag  -0.42  -0.35  -0.16
C  -4.05  -0.35  -0.31
C  -3.88  -1.85  -0.29
C  -4.76  -2.67  -1.00
C  -4.60  -4.05  -0.99
C  -3.55  -4.60  -0.28
C  -2.66  -3.81  0.43
C  -1.50  -4.43  1.17
C  -2.83  -2.42  0.44
N  -1.91  -1.57  1.06
C  -1.76  -1.62  2.38
O  -2.39  -2.31  3.20
C  -0.67  -0.71  2.93
C  -0.36  -0.69  4.28
C  0.67  0.13  4.71
C  1.35  0.92  3.80
C  0.96  0.88  2.47
N  -0.01  0.07  2.07
C  1.61  1.78  1.42
O  2.83  2.01  1.56
N  0.77  2.19  0.48
C  1.10  3.29  -0.30
C  1.56  4.50  0.27
C  1.70  4.67  1.76
C  1.83  5.59  -0.55
C  1.63  5.55  -1.92
C  1.10  4.39  -2.47
C  0.83  3.27  -1.69
C  0.22  2.07  -2.34
H  -4.94  -0.07  -0.86
H  -3.18  0.13  -0.77
H  -4.11  0.04  0.70
H  -5.57  -2.22  -1.55
H  -5.28  -4.68  -1.54
H  -3.41  -5.68  -0.28
H  -1.38  -5.48  0.89
H  -1.65  -4.35  2.25
H  -0.58  -3.89  0.94
H  -0.93  -1.32  4.96
H  0.94  0.16  5.76
H  2.17  1.56  4.09
H  0.87  4.18  2.27
H  1.70  5.72  2.02
H  2.62  4.20  2.12
H  2.19  6.51  -0.09
H  1.84  6.41  -2.54
H  0.89  4.34  -3.53
H  -0.17  2.33  -3.33
H  -0.60  1.67  -1.75
H  0.95  1.26  -2.47
C  3.49  -2.82  -3.59
N  2.92  -1.93  -2.60
C  3.57  -0.92  -1.93
C  2.63  -0.31  -1.15
N  1.42  -0.92  -1.35
C  1.62  -1.88  -2.22
H  4.37  -3.32  -3.18
H  3.77  -2.27  -4.49
H  2.75  -3.57  -3.85
H  4.62  -0.74  -2.05
H  2.75  0.52  -0.48
H  0.88  -2.58  -2.58

Output
ΔE to the lowest compared entry with this formula, charge and spin = 0.3 kcal per mole
Gap between HOMO and LUMO = 0.24305 Ha
Net charge = -1

Mulliken population analysis, charges in e, atoms 1 to 4: atom 1 (Ag): 0.201, atom 2 (C): -1.215, atom 3 (C): 1.089, atom 4 (C): -0.851